1.
Here is a molecular structure, C10H19F5GaO4S3 from the OMol25 dataset. Energies are from ωB97M-V with the def2-TZVPD basis set.

Positions of all 42 atoms, in Å:
F1 3.046 -0.541 -4.131
C1 2.298 0.175 -5.009
F2 3.125 0.612 -5.986
F3 1.449 -0.714 -5.586
C2 1.535 1.358 -4.355
F4 1.539 1.118 -3.005
F5 2.330 2.460 -4.539
Ga1 -0.363 1.691 -5.196
S1 -1.876 0.137 -4.356
H1 -0.168 1.496 -6.778
H2 -0.858 3.151 -4.819
H3 -1.979 -0.681 -5.412
C3 -1.094 2.143 1.559
C4 0.371 1.705 1.449
C5 0.724 1.666 -0.045
S2 -0.343 2.864 -0.850
O1 -1.242 2.155 -1.717
O2 0.440 3.982 -1.309
C6 -1.246 3.341 0.624
H4 -1.365 2.394 2.583
H5 -1.747 1.334 1.229
H6 1.007 2.431 1.962
H7 0.547 0.731 1.906
H8 1.757 1.937 -0.242
H9 0.508 0.697 -0.489
H10 -2.276 3.559 0.355
H11 -0.767 4.232 1.031
C7 -0.140 -4.145 2.775
C8 -0.787 -4.006 4.161
C9 -0.370 -2.642 4.726
S3 -0.087 -1.580 3.303
O3 1.309 -1.227 3.266
O4 -1.119 -0.578 3.259
C10 -0.402 -2.825 2.058
H12 -0.551 -4.986 2.219
H13 0.935 -4.305 2.881
H14 -1.874 -4.047 4.061
H15 -0.490 -4.813 4.829
H16 -1.142 -2.193 5.346
H17 0.564 -2.702 5.281
H18 0.249 -2.650 1.204
H19 -1.445 -2.733 1.759

## Properties
net charge = -1
E = -4312.11893 Eh
LUMO = 0.0670 Eh
frontier orbital gap = 6.3 eV
molecular weight = 464.17 g mol⁻¹
HOMO level = -4.47 eV

2.
Here is 7 unconnected molecules or ions with the total composition C29H40N7O2PS in a non-equilibrium geometry from the OMol25 dataset. Energies are from ωB97M-V with the def2-TZVPD basis set.

Positions of all 80 atoms, in Å:
C1 2.816 -0.071 3.243
C2 2.602 1.351 2.829
C3 3.527 2.400 3.369
N1 1.619 1.656 2.035
C4 0.581 2.492 2.611
O1 -0.659 2.007 2.088
C5 -1.491 1.434 2.953
O2 -1.191 0.688 3.848
P1 -3.288 1.869 2.761
S1 -4.029 2.527 4.430
H1 1.863 -0.428 3.629
H2 3.578 -0.153 4.012
H3 3.118 -0.695 2.402
H4 4.066 2.846 2.538
H5 4.217 2.021 4.115
H6 2.923 3.181 3.838
H7 0.583 2.446 3.696
H8 0.648 3.546 2.334
H9 -3.860 0.650 2.382
H10 -3.428 2.781 1.711
N2 2.952 5.229 0.919
C6 2.982 5.971 2.068
C7 3.951 6.928 1.928
C8 4.528 6.758 0.640
C9 3.890 5.704 0.044
H11 2.337 4.454 0.743
H12 2.315 5.755 2.885
H13 4.216 7.667 2.665
H14 5.320 7.343 0.204
H15 4.026 5.255 -0.923
N3 0.099 -1.493 -0.822
C10 -0.903 -2.425 -0.882
C11 -1.496 -2.477 0.350
C12 -0.825 -1.536 1.185
C13 0.153 -0.942 0.432
H16 0.702 -1.242 -1.585
H17 -1.101 -2.967 -1.791
H18 -2.315 -3.120 0.627
H19 -1.032 -1.323 2.221
H20 0.875 -0.180 0.683
N4 -2.788 -3.969 -4.064
C14 -2.095 -4.687 -5.000
C15 -2.071 -3.953 -6.154
C16 -2.776 -2.743 -5.902
C17 -3.205 -2.783 -4.603
H21 -2.968 -4.269 -3.124
H22 -1.682 -5.653 -4.766
H23 -1.601 -4.248 -7.077
H24 -2.947 -1.937 -6.596
H25 -3.767 -2.075 -4.019
N5 -4.429 -1.011 -0.373
C18 -4.602 -2.265 0.148
C19 -5.874 -2.670 -0.154
C20 -6.491 -1.619 -0.889
C21 -5.574 -0.611 -1.008
H26 -3.587 -0.471 -0.303
H27 -3.811 -2.756 0.685
H28 -6.315 -3.613 0.119
H29 -7.493 -1.608 -1.283
H30 -5.637 0.350 -1.487
N6 2.051 -3.901 0.277
C22 3.184 -4.491 -0.210
C23 3.464 -5.577 0.577
C24 2.457 -5.642 1.578
C25 1.600 -4.594 1.364
H31 1.612 -3.079 -0.102
H32 3.692 -4.093 -1.071
H33 4.296 -6.248 0.450
H34 2.371 -6.374 2.363
H35 0.713 -4.282 1.886
N7 1.124 2.959 -3.391
C26 0.082 2.131 -3.076
C27 0.205 1.785 -1.757
C28 1.372 2.430 -1.257
C29 1.913 3.148 -2.292
H36 1.285 3.364 -4.294
H37 -0.656 1.862 -3.812
H38 -0.464 1.146 -1.208
H39 1.756 2.363 -0.252
H40 2.787 3.774 -2.341

## Properties
net charge = 0
E = -2402.22365 Eh
LUMO = -0.0012 Eh
SMILES string = CC(C)=NCOC(=O)[PH2]=S.c1cc[nH]c1.c1cc[nH]c1.c1cc[nH]c1.c1cc[nH]c1.c1cc[nH]c1.c1cc[nH]c1
frontier orbital gap = 8.1 eV
molecular weight = 581.73 g mol⁻¹
HOMO level = -8.17 eV

3.
Here is a molecular structure, C25H11Cl6N2O4Os from the OMol25 dataset. Energies are from ωB97M-V with the def2-TZVPD basis set.

Positions of all 49 atoms, in Å:
Os1 -0.020 0.122 -0.075
O1 0.058 4.223 4.219
C1 0.098 3.038 4.815
O2 0.210 2.918 6.001
C2 -0.002 1.823 3.940
C3 -0.036 0.516 4.410
Cl1 -0.142 -0.052 5.995
N1 -0.066 -0.327 3.347
N2 -0.061 0.387 2.212
C4 -0.019 1.665 2.547
C5 -0.020 2.626 1.415
O3 0.005 3.821 1.544
O4 -0.072 2.030 0.224
C6 -0.037 -1.759 3.279
C7 0.839 -2.480 4.075
C8 0.861 -3.862 3.961
C9 0.034 -4.510 3.055
C10 -0.827 -3.772 2.256
C11 -0.873 -2.391 2.371
H1 0.010 4.165 3.242
H2 1.518 -1.981 4.750
H3 1.540 -4.430 4.582
H4 0.058 -5.588 2.975
H5 -1.479 -4.269 1.550
H6 -1.588 -1.819 1.793
Cl2 0.655 -2.058 -0.960
C12 2.248 -1.408 -0.449
C13 2.062 -0.170 0.120
C14 3.221 0.466 0.553
Cl3 3.119 2.012 1.298
C15 4.470 -0.142 0.383
Cl4 5.889 0.662 0.893
C16 4.574 -1.414 -0.202
Cl5 6.094 -2.164 -0.387
C17 3.427 -2.084 -0.643
Cl6 3.459 -3.627 -1.374
C18 -1.969 -0.090 -0.200
C19 -3.203 -0.215 -0.272
C20 -4.595 -0.329 -0.332
C21 -5.265 -1.238 0.511
C22 -6.641 -1.308 0.481
C23 -7.356 -0.489 -0.390
C24 -6.703 0.404 -1.236
C25 -5.329 0.493 -1.211
H7 -4.690 -1.869 1.176
H8 -7.163 -1.994 1.131
H9 -8.436 -0.550 -0.412
H10 -7.274 1.031 -1.907
H11 -4.801 1.182 -1.856

## Properties
net charge = +1
E = -4221.21075 Eh
LUMO (alpha / beta) = -0.1267 / -0.2368 Eh
frontier orbital gap (alpha / beta) = 8.8 / 5.8 eV
energy relative to the best compared isomer or geometry (same formula, charge and spin) = 20.1 kcal/mol
molecular weight = 806.32 g mol⁻¹
HOMO level (alpha / beta) = -12.21 / -12.20 eV
2S+1 = 5
<S²> = 6.065